Entry 1:
Molecular formula: C15H16F16N5O4
Method: DFT, the ωB97M-V functional and the def2-TZVPD basis

Calculated values
Orbital gap in eV: 9.130
Calculated total energy in Eh: -2753.41551
Largest force on an atom in hartree/bohr: 0.020
Total charge: +1

Last column: Mulliken charge in e.
Atoms and positions in Å:
C1 8.4464 -1.9993 2.1985  -0.94
C2 7.8444 -2.3326 0.8403  -0.20
O1 6.3861 -2.4264 0.8404  -0.36
N1 5.8052 -1.2202 0.7238  0.46
C3 5.6406 -0.4121 -0.3050  -0.13
N2 4.9961 0.6882 0.0711  -0.56
C4 4.7545 0.5619 1.3711  0.54
N3 4.1469 1.4254 2.1897  -0.35
N4 5.2379 -0.6234 1.8151  0.64
N5 5.1736 -1.1375 3.0978  -1.10
C5 4.4030 -2.1216 3.1959  0.82
O2 3.6705 -2.9915 3.2679  -0.25
H1 9.3329 -1.3874 2.0484  0.32
H2 7.7684 -1.4418 2.8428  0.29
H3 8.7414 -2.9026 2.7246  0.30
H4 8.1829 -1.6204 0.0894  0.31
H5 8.1808 -3.3106 0.5115  0.36
H6 5.9669 -0.6358 -1.3066  0.42
H7 4.2130 2.4137 2.0097  0.26
H8 3.6686 1.1385 3.0258  0.21
C6 1.2383 -1.0051 0.8306  -0.66
C7 1.4179 -1.2715 -0.6710  0.88
C8 1.2240 -0.0949 -1.6334  0.08
F1 -0.0285 0.3856 -1.5642  -0.21
F2 1.4437 -0.5330 -2.8908  -0.27
F3 0.6515 -2.3089 -1.0377  -0.27
F4 2.7296 -1.6620 -0.8293  -0.28
O3 0.0095 -1.3450 1.4222  -0.44
C9 -1.0559 -0.4734 1.4105  0.78
C10 -2.2412 -1.0313 0.6146  0.19
F5 -1.8772 -1.2935 -0.6551  -0.23
F6 -3.2230 -0.1048 0.5931  -0.21
F7 -0.6858 0.7457 0.9761  -0.29
F8 -1.4630 -0.3326 2.6878  -0.30
H9 1.9508 -1.6768 1.3124  0.32
H10 1.5469 0.0106 1.0924  0.37
H11 1.9358 0.7072 -1.4120  0.26
H12 -2.6128 -1.9494 1.0735  0.24
C11 -5.4738 1.5558 -1.5978  -0.68
C12 -5.6802 2.8714 -2.3612  0.89
C13 -6.4545 3.9906 -1.6605  0.11
F9 -7.7147 3.6120 -1.3755  -0.22
F10 -6.5150 5.0584 -2.4873  -0.27
F11 -6.2282 2.6149 -3.5663  -0.27
F12 -4.4288 3.3746 -2.5875  -0.33
O4 -6.3481 0.4820 -1.8813  -0.39
C14 -7.5592 0.3550 -1.2551  0.80
C15 -8.7294 0.4570 -2.2406  0.20
F13 -8.7035 1.6367 -2.8883  -0.22
F14 -9.8882 0.3740 -1.5513  -0.26
F15 -7.6865 1.2229 -0.2352  -0.29
F16 -7.6024 -0.8898 -0.7244  -0.30
H13 -4.5021 1.1905 -1.9265  0.34
H14 -5.3797 1.7252 -0.5242  0.35
H15 -5.9483 4.2908 -0.7387  0.29
H16 -8.6780 -0.3538 -2.9699  0.24

Cartesian forces, eV/Å:
C -0.1 0.0 -0.1
C 0.9 0.0 0.3
O -0.3 0.0 -0.3
N 0.5 -0.9 0.1
C -0.3 0.5 0.2
N 0.1 0.3 -0.4
C 0.1 -0.4 0.6
N -0.2 0.3 -0.1
N -0.5 0.7 0.0
N 0.2 -0.3 0.0
C -0.2 0.2 -0.7
O 0.2 -0.2 0.5
H 0.1 0.0 0.1
H -0.1 0.1 -0.1
H -0.1 0.0 0.1
H -0.4 0.1 -0.1
H -0.3 -0.1 -0.1
H 0.1 -0.1 0.0
H -0.2 0.0 -0.3
H 0.3 -0.1 0.1
C 0.5 0.2 0.5
C -0.4 -0.3 0.0
C 0.2 0.1 -0.2
F 0.0 0.0 0.0
F 0.0 0.0 0.0
F 0.0 0.0 -0.1
F 0.2 0.2 0.1
O -0.2 -0.1 -0.5
C 0.3 0.1 0.3
C -0.2 -0.2 -0.1
F 0.0 0.1 0.0
F 0.0 0.1 0.0
F -0.1 0.0 0.0
F 0.0 0.0 0.0
H 0.0 -0.1 -0.1
H -0.1 0.1 -0.2
H 0.0 0.0 0.0
H 0.0 0.0 0.1
C 0.5 -0.3 0.4
C -0.2 -0.3 -0.4
C 0.1 0.3 0.0
F 0.0 0.0 0.0
F 0.0 0.0 0.0
F 0.0 0.1 0.0
F 0.0 0.1 0.2
O -0.3 0.3 -0.4
C 0.4 -0.1 0.3
C -0.2 0.0 -0.1
F 0.0 0.0 0.1
F 0.0 0.0 0.0
F -0.1 0.0 0.0
F -0.1 0.0 0.0
H 0.0 0.0 -0.1
H -0.2 0.2 0.0
H 0.0 0.0 0.0
H 0.0 0.0 0.0

Entry 2:
Molecular formula: C14H18Cl12O3S
Method: DFT, the ωB97M-V functional and the def2-TZVPD basis

Calculated values
Orbital gap in eV: 9.378
SMILES: CCCCCCC1=C(S)C(=O)OC1=O.ClC(Cl)Cl.ClC(Cl)Cl.ClC(Cl)Cl.ClC(Cl)Cl
Calculated total energy in Eh: -6690.43383
Largest force on an atom in hartree/bohr: 0.037
Total charge: 0

Last column: Mulliken charge in e.
Atoms and positions in Å:
C1 4.3025 -0.3899 0.0077  -1.14
C2 2.9584 -0.7881 -0.5925  -0.47
C3 1.8593 0.2609 -0.3521  -0.80
C4 0.5030 -0.4173 -0.4403  -0.67
C5 -0.6755 0.5424 -0.2645  -0.42
C6 -1.9908 -0.0810 -0.7651  -1.00
C7 -2.2057 -1.4630 -0.3030  0.96
C8 -3.1446 -1.9096 0.5175  0.10
S1 -4.4120 -0.9936 1.3339  -0.26
C9 -2.9858 -3.3940 0.6901  0.33
O1 -3.7825 -4.2363 0.9688  -0.51
O2 -1.6464 -3.6230 0.3531  -0.27
C10 -1.4452 -2.7242 -0.6838  0.00
O3 -0.8344 -2.9566 -1.6962  -0.54
H1 4.6634 0.4868 -0.5153  0.33
H2 5.0064 -1.1982 -0.1438  0.25
H3 4.1833 -0.2261 1.0712  0.30
H4 2.6138 -1.6890 -0.0919  0.36
H5 3.0302 -1.0018 -1.6517  0.34
H6 1.9350 0.9805 -1.1626  0.38
H7 2.0276 0.7505 0.6007  0.38
H8 0.4549 -1.1558 0.3562  0.43
H9 0.4055 -0.8864 -1.4097  0.38
H10 -0.4685 1.4583 -0.8020  0.29
H11 -0.7777 0.8269 0.7776  0.20
H12 -2.8057 0.5032 -0.3539  0.49
H13 -2.1052 0.0002 -1.8400  0.40
H14 -5.4738 -1.4031 0.6190  0.17
C11 -1.8758 4.3467 0.0569  0.10
Cl1 -2.0025 3.5185 1.6121  -0.14
Cl2 -0.1929 4.7296 -0.3159  -0.12
Cl3 -2.5879 3.3712 -1.2280  -0.08
H15 -2.4245 5.2748 0.1237  0.24
C12 -1.3461 7.5068 -2.5970  0.14
Cl4 -2.4824 6.9534 -1.3607  -0.15
Cl5 -1.4611 6.4967 -4.0352  -0.11
Cl6 -1.6312 9.2001 -2.9927  -0.13
H16 -0.3463 7.4138 -2.1944  0.23
C13 -4.8654 -6.6185 3.4920  0.18
Cl7 -3.5248 -5.9916 4.4506  -0.13
Cl8 -5.1783 -8.3115 3.8831  -0.14
Cl9 -6.3160 -5.6437 3.7332  -0.13
H17 -4.5878 -6.5563 2.4483  0.22
C14 8.4373 -0.1913 0.1154  0.00
Cl10 7.7335 1.3200 -0.4630  -0.11
Cl11 8.2475 -0.3385 1.8631  -0.12
Cl12 7.7206 -1.5766 -0.7095  -0.11
H18 9.4946 -0.1764 -0.1094  0.34

Cartesian forces, eV/Å:
C -0.6 -0.5 -0.7
C -0.3 0.3 0.9
C 0.3 -0.8 -0.8
C -0.1 1.1 0.5
C 0.3 -0.6 -0.3
C -0.1 0.7 0.3
C 0.3 -0.7 -0.2
C -1.3 -0.3 0.4
S 0.0 0.2 0.1
C -0.3 0.4 0.4
O 0.8 0.5 0.1
O -0.5 -1.3 -1.1
C 1.2 0.9 -1.2
O -0.7 0.0 1.7
H 0.3 0.3 0.2
H 0.3 0.0 0.1
H 0.2 0.3 0.2
H 0.1 -0.4 -0.1
H 0.1 -0.1 -0.3
H 0.0 0.5 0.1
H -0.1 0.2 0.2
H 0.0 -0.5 -0.1
H 0.1 -0.4 -0.2
H -0.1 0.2 -0.3
H -0.1 0.0 0.3
H -0.3 0.1 0.0
H 0.3 -0.2 -0.4
H 0.2 -0.2 0.0
C 0.1 -0.4 0.2
Cl 0.0 0.0 0.0
Cl 0.0 0.0 0.0
Cl -0.1 0.1 0.0
H 0.1 -0.3 0.1
C 0.0 0.0 -0.1
Cl -0.2 0.7 -0.4
Cl 0.0 0.0 0.0
Cl 0.0 0.0 0.0
H 0.0 0.0 0.0
C 0.0 0.0 0.0
Cl 0.0 0.0 0.0
Cl 0.0 0.0 0.0
Cl 0.0 0.0 0.0
H 0.0 0.0 0.0
C -0.1 0.0 0.0
Cl 0.0 0.0 0.0
Cl 0.0 0.0 0.0
Cl 0.1 0.0 0.0
H 0.0 0.0 0.0

Entry 3:
Molecular formula: C17H13NO
Method: DFT, the ωB97M-V functional and the def2-TZVPD basis

Calculated values
Orbital gap in eV: 7.733
SMILES: O=C1C=CC(=CCc2ccnc3ccccc23)C=C1
Calculated total energy in Eh: -785.50769
Largest force on an atom in hartree/bohr: 0.103
Total charge: 0

Last column: Mulliken charge in e.
Atoms and positions in Å:
O1 -0.9242 0.0326 6.3603  -0.64
N1 -0.0831 -0.9677 -4.0578  -0.70
C1 -0.9324 -0.2606 5.1252  0.45
C2 0.1521 -1.0311 4.5789  -0.59
C3 -1.8789 0.3696 4.3097  -0.65
C4 0.1615 -1.2176 3.2473  -0.45
C5 -1.7345 0.2706 2.9557  -0.08
C6 -0.6919 -0.5184 2.3588  0.57
C7 -0.4419 -0.4821 0.9998  -0.47
C8 -1.1052 -1.4624 -3.3896  -0.42
C9 2.7675 1.2947 -3.6507  -0.25
C10 2.6418 1.8125 -2.3256  -0.75
C11 -1.3828 -1.0541 -2.1306  -0.50
C12 2.0083 0.3298 -4.1835  -0.58
C13 1.5423 1.2632 -1.5743  -0.45
C14 -0.5665 -0.1849 -1.4913  0.79
C15 0.8799 -0.2170 -3.4352  0.37
C16 0.7049 0.1995 -2.1181  0.41
C17 -1.0673 0.2558 -0.1510  -0.89
H1 0.8973 -1.3877 5.3683  0.33
H2 -2.5891 1.0248 4.7827  0.42
H3 1.0300 -1.7470 2.8575  0.32
H4 -2.5104 0.9145 2.3617  0.20
H5 0.3108 -1.0758 0.6152  0.57
H6 -1.7408 -2.1966 -3.7625  0.44
H7 3.5429 1.8031 -4.1558  0.38
H8 3.1364 2.6796 -1.8878  0.37
H9 -2.3946 -1.3650 -1.7590  0.25
H10 2.0291 -0.0769 -5.2517  0.34
H11 1.3474 1.6361 -0.5602  0.28
H12 -2.1369 0.0154 -0.0911  0.45
H13 -0.9716 1.3432 0.0548  0.47

Cartesian forces, eV/Å:
O -0.1 -0.9 -2.0
N 0.9 -1.3 -0.7
C 1.3 1.1 5.0
C 0.3 -0.9 0.5
C -0.6 0.3 -3.1
C 2.5 -0.8 1.2
C -2.7 2.1 0.6
C -0.8 0.9 -3.0
C -0.8 0.4 1.6
C 2.5 1.2 -1.0
C 1.2 1.3 1.3
C -4.2 -2.0 1.6
C -1.9 0.1 1.6
C -2.4 -2.1 -1.5
C 1.8 0.1 -0.9
C 1.1 0.4 0.4
C -0.2 0.5 -0.7
C -1.3 1.6 1.6
C -0.6 1.0 1.5
H -1.1 0.3 -1.6
H -0.2 -0.1 0.0
H -0.3 -0.1 -0.4
H 1.8 -1.5 0.6
H 1.9 -1.5 -0.1
H -0.9 -1.0 -1.6
H 0.7 0.0 -1.2
H 0.3 -0.4 -0.5
H 1.2 0.4 0.2
H 0.4 0.9 1.6
H 0.0 -0.2 -0.5
H 0.1 0.4 -0.2
H -0.1 -0.4 -0.4

Question: Which of these has the highest total charge?
Answer: C15H16F16N5O4

Question: The highest total charge belongs to which entry?
Answer: C15H16F16N5O4